1.
40
Properties=species:S:1:pos:R:3 method="wB97M-V/def2-TZVPD" gap_ev=6.7 homo_ev=-8.2 e_tot_ev=-29208.282 largest_force_ha_per_bohr=0.1033
O -0.878 4.266 0.343
C -0.286 3.216 0.073
C 0.657 3.289 -1.006
C 0.899 4.468 -1.839
C 1.832 4.541 -2.816
C 2.503 3.299 -3.128
C 2.415 2.181 -2.251
C 1.558 2.169 -1.121
C 1.306 0.938 -0.365
C 2.022 -0.187 -0.568
C 1.565 -1.381 0.045
C 0.427 -1.499 0.865
C -0.180 -0.308 1.168
C -1.330 -0.415 2.046
C -2.081 0.783 2.241
C -1.764 2.000 1.608
C -0.593 2.038 0.849
C 0.215 0.921 0.553
C -1.933 -1.631 2.463
O -2.928 -1.711 3.175
C -1.471 -2.864 1.718
C -2.357 -3.186 0.510
C -1.834 -3.815 -0.579
C -0.471 -4.309 -0.549
C 0.374 -3.943 0.429
C 0.048 -2.807 1.372
H 0.260 5.331 -1.654
H 1.895 5.417 -3.421
H 3.120 3.437 -3.955
H 2.991 1.282 -2.573
H 2.997 -0.160 -0.968
H 2.195 -2.180 -0.076
H -2.985 0.777 2.859
H -2.443 2.855 1.621
H -1.751 -3.720 2.343
H -3.206 -2.640 0.436
H -2.497 -3.767 -1.422
H -0.185 -5.138 -1.212
H 1.305 -4.442 0.496
H 0.589 -3.104 2.291

2.
76
Properties=species:S:1:pos:R:3 method="wB97M-V/def2-TZVPD" gap_ev=8.4 homo_ev=-8.0 e_tot_ev=-46968.999 largest_force_ha_per_bohr=0.0597
C 23.962 1.614 18.028
C 22.752 2.085 18.531
C 22.089 0.973 19.047
N 22.889 -0.144 18.814
C 24.029 0.263 18.212
H 24.696 2.227 17.526
H 22.491 3.133 18.557
H 21.076 0.830 19.393
H 22.629 -1.056 19.162
H 24.843 -0.390 17.934
C 17.359 -0.212 23.750
C 18.250 0.886 23.540
C 17.545 2.103 23.508
N 16.242 1.682 23.542
C 16.089 0.353 23.732
H 17.468 -1.285 23.798
H 19.310 0.810 23.346
H 17.903 3.104 23.319
H 15.436 2.291 23.544
H 15.154 -0.180 23.821
O 14.365 -7.609 25.852
C 13.290 -8.109 26.095
C 11.967 -8.005 25.373
C 10.969 -8.320 26.487
C 11.799 -9.283 27.353
O 13.116 -8.859 27.217
H 11.815 -7.078 24.819
H 12.038 -8.811 24.643
H 10.803 -7.436 27.102
H 9.990 -8.653 26.141
H 11.526 -9.296 28.408
H 11.628 -10.293 26.981
O 22.972 -3.904 29.088
C 21.771 -3.922 29.369
C 21.033 -3.130 30.413
C 19.737 -3.964 30.541
C 19.526 -4.434 29.096
O 20.896 -4.618 28.668
H 21.616 -3.188 31.332
H 20.780 -2.132 30.054
H 19.842 -4.868 31.141
H 18.942 -3.305 30.888
H 18.865 -5.298 29.024
H 19.210 -3.644 28.414
O 25.991 -11.229 18.640
C 24.857 -10.832 18.486
C 23.941 -10.112 19.503
C 22.685 -9.999 18.759
C 23.096 -10.077 17.283
O 24.303 -10.795 17.300
H 23.783 -10.630 20.450
H 24.407 -9.142 19.675
H 21.999 -10.809 19.008
H 22.167 -9.089 19.063
H 22.326 -10.558 16.680
H 23.230 -9.068 16.894
C 21.966 -4.244 23.609
C 21.036 -4.900 22.602
C 20.216 -6.046 23.107
O 21.017 -4.510 21.421
H 22.848 -3.789 23.160
H 22.264 -5.053 24.276
H 21.426 -3.519 24.218
H 19.522 -5.682 23.865
H 20.887 -6.818 23.484
H 19.500 -6.374 22.354
C 26.115 -10.367 26.739
C 25.516 -9.306 25.878
C 26.507 -8.195 25.547
O 24.350 -9.308 25.458
H 26.107 -9.983 27.759
H 27.104 -10.720 26.446
H 25.535 -11.290 26.724
H 27.329 -8.664 25.007
H 26.828 -7.537 26.355
H 25.932 -7.507 24.929

3.
166
Properties=species:S:1:pos:R:3 method="wB97M-V/def2-TZVPD" gap_ev=9.6 homo_ev=-9.3 e_tot_ev=-123020.558 largest_force_ha_per_bohr=0.0772
C 0.525 3.297 -2.232
O -0.472 3.298 -2.980
N 1.722 2.856 -2.685
N 0.453 3.762 -0.874
H 1.880 2.626 -3.662
H 2.472 2.700 -2.015
H -0.348 3.468 -0.333
H 1.350 3.815 -0.356
C -5.429 -2.070 -0.157
O -5.181 -0.858 -0.291
N -5.395 -2.684 1.086
N -5.851 -2.749 -1.308
H -4.807 -3.461 1.201
H -5.178 -1.919 1.717
H -6.346 -3.643 -1.122
H -6.034 -2.258 -2.173
C 1.864 -4.839 -2.636
O 0.799 -4.539 -3.156
N 1.925 -6.003 -1.736
N 3.091 -4.294 -2.972
H 2.809 -6.462 -1.682
H 1.120 -6.627 -1.935
H 2.961 -3.437 -3.548
H 3.774 -4.185 -2.214
C 4.091 -1.296 -4.657
O 4.900 -2.239 -4.678
N 2.750 -1.372 -5.071
N 4.366 -0.093 -4.205
H 1.989 -1.126 -4.426
H 2.488 -2.312 -5.285
H 5.274 0.125 -3.846
H 3.658 0.626 -4.056
C 2.304 -4.287 2.322
O 3.342 -4.650 2.918
N 1.634 -3.292 2.827
N 1.884 -4.998 1.314
H 1.021 -2.759 2.181
H 2.175 -2.664 3.409
H 2.658 -5.505 0.926
H 1.270 -4.634 0.589
C -2.082 3.620 2.504
O -0.848 3.559 2.535
N -2.808 2.505 2.932
N -2.808 4.608 1.915
H -3.822 2.579 2.886
H -2.354 1.845 3.583
H -3.756 4.574 1.499
H -2.187 5.378 1.721
C -0.569 -0.951 7.644
O 0.256 -1.592 8.286
N -0.430 -0.533 6.350
N -1.777 -0.634 8.273
H 0.402 -0.766 5.823
H -1.240 -0.116 5.931
H -1.682 -1.075 9.184
H -2.145 0.292 8.189
C 3.872 -0.700 4.060
O 2.662 -0.785 3.728
N 4.570 -1.825 4.207
N 4.533 0.465 3.974
H 4.045 -2.683 3.929
H 5.558 -1.900 4.048
H 3.963 1.147 4.472
H 5.435 0.337 4.448
C -2.436 -1.321 3.422
O -2.816 -0.386 4.140
N -2.865 -1.454 2.148
N -1.541 -2.202 3.894
H -3.046 -0.565 1.718
H -2.569 -2.245 1.565
H -1.076 -2.961 3.391
H -1.275 -2.047 4.843
C -2.237 -4.051 -0.616
O -2.752 -3.796 0.496
N -2.820 -5.143 -1.385
N -1.242 -3.320 -1.088
H -2.174 -5.756 -1.906
H -3.259 -5.757 -0.700
H -0.885 -3.473 -2.021
H -0.846 -2.653 -0.432
C -0.414 -0.400 0.383
O 0.029 -1.513 0.636
N -0.333 0.532 1.336
N -1.042 -0.147 -0.791
H -0.847 1.376 1.222
H -0.229 0.118 2.196
H -0.903 -0.747 -1.609
H -1.488 0.755 -0.943
C 3.589 3.026 1.025
O 3.054 3.087 -0.036
N 4.589 2.142 1.232
N 3.263 3.790 2.114
H 4.636 1.307 0.580
H 4.487 1.774 2.182
H 3.554 3.702 3.073
H 2.519 4.502 1.965
C -4.218 3.872 -5.002
O -5.416 3.948 -4.726
N -3.261 2.980 -4.447
N -3.722 4.758 -5.972
H -3.621 2.336 -3.822
H -2.349 3.402 -4.201
H -2.751 4.683 -6.316
H -4.381 5.461 -6.284
C 1.482 2.363 4.982
O 2.603 2.076 5.407
N 1.006 1.752 3.774
N 0.757 3.472 5.463
H 1.560 0.917 3.542
H 0.222 2.202 3.275
H 1.107 3.927 6.270
H -0.243 3.410 5.251
C -0.909 -0.242 -4.374
O 0.143 -0.554 -3.750
N -1.445 0.964 -4.169
N -1.344 -1.002 -5.416
H -0.974 1.671 -3.630
H -2.356 1.227 -4.527
H -0.556 -1.570 -5.810
H -1.805 -0.399 -6.083
C -3.317 2.732 -0.453
O -2.150 2.324 -0.275
N -4.426 2.170 0.128
N -3.607 3.918 -1.105
H -5.280 2.162 -0.414
H -4.251 1.226 0.378
H -4.535 3.954 -1.561
H -2.940 4.398 -1.678
C 7.091 -4.714 2.194
O 6.702 -3.533 1.885
N 6.210 -5.566 2.739
N 8.381 -5.176 1.951
H 6.275 -6.569 2.679
H 5.253 -5.163 2.773
H 8.944 -4.414 1.659
H 8.652 -6.065 2.359
C 4.070 -2.368 0.039
C 3.926 -1.012 -0.775
O 5.063 -0.131 -0.806
O 5.134 -3.212 -0.438
H 3.076 -2.853 -0.002
H 4.150 -2.131 1.144
H 3.038 -0.496 -0.362
H 3.656 -1.187 -1.819
H 5.745 -0.589 -1.283
H 5.779 -3.255 0.265
C -1.042 6.650 -2.538
C -1.197 7.256 -1.196
O -1.547 6.292 -0.294
O -2.311 6.118 -2.940
H -0.308 5.822 -2.513
H -0.693 7.313 -3.326
H -1.929 8.056 -1.196
H -0.313 7.770 -0.982
H -0.971 5.538 -0.286
H -2.798 6.842 -3.349
C -5.719 0.456 -3.817
C -5.015 -0.663 -4.578
O -4.899 -1.863 -3.917
O -4.861 0.956 -2.725
H -6.633 -0.022 -3.357
H -6.027 1.390 -4.346
H -4.105 -0.230 -4.946
H -5.606 -0.972 -5.414
H -4.110 -1.976 -3.328
H -5.009 0.321 -1.967

4.
126
Properties=species:S:1:pos:R:3 method="wB97M-V/def2-TZVPD" gap_ev=6.2 homo_ev=-10.0 e_tot_ev=-1199803.016 relative_energy_ev=17.1457 largest_force_ha_per_bohr=0.0899 charge=+1
C 1.335 5.400 2.652
C 0.737 5.065 1.329
C 0.264 3.544 0.855
C 1.336 2.362 0.367
C 2.940 2.701 0.338
C 3.634 2.496 -1.169
C 2.552 2.697 -2.401
S 3.534 3.006 -3.992
C 2.331 3.353 -5.436
S 1.230 4.659 -5.134
N 2.336 2.602 -6.748
C 0.951 2.218 -7.218
C 0.211 1.056 -6.325
O 1.070 0.395 -5.330
C 2.401 0.087 -5.877
C 3.123 1.312 -6.692
C 0.666 0.904 -0.097
C -0.993 0.702 -0.065
P -1.908 -0.883 -0.615
C -2.638 -0.424 -2.359
C -3.555 0.968 -2.277
C -0.750 -2.393 -0.777
C -1.745 -3.702 -1.084
N -1.886 1.867 0.410
C -1.369 3.219 0.850
C -2.496 4.363 1.282
B -2.502 4.691 2.901
O -2.824 6.092 3.291
O -2.164 3.692 3.968
H 0.642 5.614 3.600
H 2.496 5.521 2.804
H 0.536 5.931 0.568
H 3.576 2.094 1.139
H 3.142 3.848 0.600
H 4.248 1.489 -1.238
H 4.441 3.363 -1.311
H 1.972 1.675 -2.558
H 1.824 3.616 -2.248
H 0.215 3.134 -7.370
H 1.090 1.753 -8.309
H -0.141 0.198 -7.076
H -0.765 1.494 -5.851
H 3.124 -0.314 -5.049
H 2.242 -0.816 -6.641
H 4.246 1.446 -6.318
H 3.228 0.941 -7.821
H 1.370 0.009 -0.452
H -3.319 -1.305 -2.736
H -1.697 -0.227 -3.047
H -4.302 0.950 -1.348
H -2.782 1.857 -2.198
H -4.154 1.149 -3.283
H -0.019 -2.353 -1.715
H -0.136 -2.652 0.188
H -1.809 -3.949 -2.245
H -1.486 -4.636 -0.428
H -2.849 -3.358 -0.786
H -2.937 1.723 0.416
H -2.414 5.352 0.659
H -3.559 3.895 1.028
H -3.474 6.431 2.587
H -3.041 3.617 4.486
Br 0.470 -6.167 1.606
C 1.928 -6.008 0.321
C 3.026 -5.114 0.848
Br 2.529 -3.233 0.716
H 1.491 -5.652 -0.616
H 2.296 -7.029 0.181
H 3.929 -5.212 0.239
H 3.277 -5.305 1.895
Br -7.085 1.449 -2.878
C -7.350 2.331 -4.597
C -6.730 1.535 -5.722
Br -4.793 1.756 -5.758
H -6.942 3.341 -4.504
H -8.436 2.392 -4.721
H -7.076 1.903 -6.692
H -6.928 0.461 -5.654
Br -0.937 -1.079 4.171
C -2.380 0.124 4.695
C -3.719 -0.389 4.219
Br -3.962 -0.063 2.311
H -2.130 1.114 4.302
H -2.344 0.152 5.788
H -4.535 0.153 4.706
H -3.856 -1.462 4.380
Br 3.189 -0.915 3.890
C 5.128 -0.865 3.684
C 5.648 -2.149 3.081
Br 5.693 -3.582 4.403
H 5.548 -0.647 4.670
H 5.321 -0.020 3.017
H 6.685 -2.030 2.755
H 5.047 -2.508 2.241
Br 1.742 -9.075 5.823
C 2.503 -7.825 4.534
C 2.969 -6.557 5.211
Br 1.463 -5.396 5.647
H 1.742 -7.654 3.767
H 3.349 -8.357 4.088
H 3.596 -5.967 4.536
H 3.513 -6.736 6.142
Br 5.857 -1.103 7.088
C 5.481 0.453 8.202
C 5.108 1.650 7.360
Br 6.683 2.454 6.537
H 6.364 0.619 8.826
H 4.644 0.152 8.837
H 4.678 2.441 7.982
H 4.411 1.412 6.551
Br -7.162 -0.508 4.914
C -7.537 1.048 6.028
C -7.911 2.246 5.186
Br -6.336 3.049 4.363
H -6.655 1.215 6.652
H -8.375 0.747 6.663
H -8.341 3.036 5.808
H -8.607 2.008 4.377
Br 2.834 -2.761 -9.230
C 1.921 -3.810 -7.863
C 0.469 -4.029 -8.220
Br -0.589 -2.425 -7.885
H 2.060 -3.287 -6.912
H 2.457 -4.763 -7.830
H 0.027 -4.800 -7.583
H 0.316 -4.299 -9.268

5.
19
Properties=species:S:1:pos:R:3 method="wB97M-V/def2-TZVPD" gap_ev=9.3 homo_ev=-9.4 e_tot_ev=-26844.943 relative_energy_ev=4.0014 largest_force_ha_per_bohr=0.1077
H -1.064 -2.280 1.980
N -0.503 -1.461 2.171
C -0.415 -0.644 1.198
O -1.023 -0.766 0.040
C -0.692 0.348 -0.857
C 0.085 -0.054 -2.077
C 1.272 -0.542 -2.255
S 1.968 -1.001 -0.732
O 3.346 -1.321 -0.849
O 1.261 -2.492 -0.495
O 1.738 -0.182 0.794
C 0.587 0.440 1.154
C -0.015 1.348 0.089
H -1.719 0.798 -1.207
H -0.334 0.319 -2.951
H 1.861 -3.150 -0.095
H 0.896 0.915 2.047
H 0.773 2.103 -0.456
H -0.843 2.027 0.479

6.
61
Properties=species:S:1:pos:R:3 method="wB97M-V/def2-TZVPD" gap_ev=7.5 homo_ev=-4.8 e_tot_ev=-60750.687 largest_force_ha_per_bohr=0.0818 charge=-1
Mg -0.821 -1.493 0.251
O -0.650 -3.155 1.259
C 0.049 -3.257 2.333
C 0.912 -4.342 2.439
C 1.555 -4.570 3.682
C 1.386 -3.779 4.810
C 0.585 -2.647 4.615
C -0.021 -2.321 3.417
C -0.755 -1.074 3.287
N -1.278 -0.627 2.222
C -2.011 0.621 2.279
C -1.676 1.403 0.968
N -1.952 0.435 -0.154
C -2.970 0.663 -0.905
C -3.403 -0.270 -1.978
C -4.318 0.130 -2.952
C -4.787 -0.671 -3.976
C -4.332 -2.019 -4.049
C -3.304 -2.401 -3.208
C -2.840 -1.573 -2.105
O -1.981 -2.145 -1.326
H 0.986 -5.028 1.596
H 2.168 -5.467 3.824
H 1.789 -3.943 5.795
H 0.277 -1.980 5.468
H -0.900 -0.447 4.181
H -3.075 0.423 2.277
H -1.801 1.322 3.130
H -2.202 2.358 0.799
H -0.651 1.704 0.883
H -3.376 1.671 -0.926
H -4.738 1.116 -2.835
H -5.554 -0.330 -4.619
H -4.699 -2.693 -4.773
H -2.891 -3.376 -3.437
N 1.084 2.808 -5.140
C 1.329 2.117 -3.995
C 2.470 2.347 -3.170
C 2.705 1.548 -2.085
C 1.892 0.519 -1.755
C 0.857 0.144 -2.628
C 0.566 0.932 -3.757
S 2.124 -0.256 -0.166
O 3.480 -0.705 0.016
O 1.161 -1.288 -0.119
N 1.639 0.794 0.860
C 2.357 1.809 1.493
N 1.809 2.275 2.600
C 2.536 3.149 3.302
C 3.800 3.573 2.897
C 4.229 3.074 1.690
N 3.523 2.229 0.933
H 1.452 3.768 -5.249
H 0.097 2.877 -5.430
H 3.117 3.241 -3.329
H 3.479 1.747 -1.446
H 0.102 -0.672 -2.295
H -0.261 0.569 -4.373
H 2.035 3.482 4.197
H 4.455 4.310 3.361
H 5.241 3.373 1.314